{
  "formula": "C17H39BN2O6S",
  "method": "ωB97M-V/def2-TZVPD",
  "max_force_ev_per_a": 2.3,
  "total_energy_ha": -1655.164560,
  "smiles": "N#C[C@H](S)[C@@H](C#N)CB(O)O.CC(C)O.CC(C)O.CC(C)O.CC(C)O",
  "species": ["N", "C", "C", "S", "C", "C", "N", "C", "B", "O", "O", "H", "H", "H", "H", "H", "H", "H", "C", "C", "C", "O", "H", "H", "H", "H", "H", "H", "H", "H", "C", "C", "C", "O", "H", "H", "H", "H", "H", "H", "H", "H", "C", "C", "C", "O", "H", "H", "H", "H", "H", "H", "H", "H", "C", "C", "C", "O", "H", "H", "H", "H", "H", "H", "H", "H"],
  "coordinates": [[0.210, -4.308, -1.453], [0.802, -4.774, -0.573], [1.423, -5.350, 0.590], [0.621, -6.941, 0.931], [1.187, -4.334, 1.743], [1.207, -4.969, 3.036], [1.113, -5.365, 4.115], [2.183, -3.155, 1.660], [1.401, -1.813, 2.037], [1.274, -0.828, 1.081], [0.898, -1.691, 3.308], [2.479, -5.430, 0.405], [1.601, -7.823, 0.686], [0.199, -3.939, 1.573], [2.604, -3.104, 0.669], [2.989, -3.283, 2.369], [0.691, -1.117, 0.381], [0.007, -2.011, 3.406], [1.905, 2.010, 3.446], [2.977, 3.038, 3.114], [2.508, 3.977, 2.015], [4.181, 2.380, 2.715], [1.671, 1.400, 2.570], [2.252, 1.333, 4.228], [0.985, 2.490, 3.786], [3.229, 3.607, 4.009], [2.297, 3.415, 1.102], [3.277, 4.711, 1.773], [1.601, 4.508, 2.308], [3.982, 1.869, 1.925], [-1.304, 1.782, -0.860], [-0.590, 2.631, 0.176], [-1.524, 3.061, 1.296], [-0.020, 3.784, -0.451], [-2.115, 2.335, -1.335], [-0.604, 1.493, -1.646], [-1.725, 0.882, -0.413], [0.244, 2.065, 0.595], [-2.342, 3.668, 0.899], [-0.989, 3.671, 2.025], [-1.952, 2.199, 1.809], [-0.742, 4.296, -0.825], [1.790, -0.108, -2.349], [2.783, -1.248, -2.503], [2.997, -1.614, -3.963], [2.327, -2.390, -1.773], [0.813, -0.396, -2.748], [1.654, 0.133, -1.295], [2.125, 0.790, -2.869], [3.736, -0.963, -2.055], [2.058, -1.945, -4.415], [3.709, -2.435, -4.052], [3.373, -0.763, -4.533], [1.482, -2.669, -2.150], [-6.355, 2.543, -1.766], [-5.224, 1.618, -2.190], [-5.749, 0.398, -2.931], [-4.464, 1.213, -1.050], [-7.036, 2.026, -1.084], [-5.961, 3.411, -1.236], [-6.927, 2.890, -2.627], [-4.530, 2.163, -2.832], [-6.411, -0.185, -2.286], [-4.926, -0.253, -3.227], [-6.304, 0.686, -3.825], [-5.052, 0.729, -0.463]],
  "mulliken_charge": [-0.624, 0.231, 0.035, -0.204, 0.300, -0.151, -0.521, -0.722, 0.053, 0.028, -0.526, 0.497, 0.176, 0.311, 0.224, 0.343, 0.174, 0.302, -0.614, 0.303, -0.987, -0.568, -0.252, 0.318, 0.365, 0.312, 0.129, 0.346, 0.294, 0.357, -1.274, 1.614, -1.439, -0.558, 0.280, 0.311, 0.297, -0.619, 0.355, 0.314, 0.344, 0.349, -1.050, 0.384, -1.477, -0.383, 0.392, -0.003, 0.454, 0.317, 0.368, 0.369, 0.386, 0.314, -1.343, 0.564, -1.401, -0.462, 0.354, 0.319, 0.379, 0.255, 0.358, 0.336, 0.384, 0.283]
}

{
  "formula": "C45H53CoGeI2N5O3P",
  "method": "ωB97M-V/def2-TZVPD",
  "spin_multiplicity": 2,
  "max_force_ev_per_a": 1.3,
  "s2": 0.755,
  "total_energy_ha": -6642.641864,
  "charge": -1,
  "species": ["Co", "I", "C", "C", "C", "I", "C", "C", "C", "C", "N", "C", "C", "O", "H", "H", "H", "H", "N", "P", "N", "C", "C", "C", "C", "C", "N", "C", "C", "C", "C", "C", "N", "C", "C", "C", "C", "C", "H", "H", "H", "H", "H", "H", "H", "H", "H", "H", "H", "H", "H", "H", "H", "H", "H", "H", "H", "H", "H", "H", "H", "H", "H", "H", "H", "H", "H", "H", "O", "C", "O", "C", "C", "Ge", "C", "C", "C", "C", "C", "C", "C", "C", "C", "C", "C", "C", "C", "C", "C", "C", "C", "C", "H", "H", "H", "H", "H", "H", "H", "H", "H", "H", "H", "H", "H", "H", "H", "H", "H", "H", "H"],
  "coordinates": [[-0.287, 0.369, 0.282], [0.567, -0.726, 5.261], [1.946, -0.278, 3.746], [3.296, -0.111, 4.035], [4.176, 0.220, 3.032], [6.213, 0.484, 3.554], [3.751, 0.392, 1.699], [4.565, 0.772, 0.612], [4.013, 0.899, -0.635], [2.653, 0.629, -0.818], [1.859, 0.288, 0.169], [2.374, 0.187, 1.416], [1.416, -0.119, 2.457], [0.178, -0.202, 2.180], [3.648, -0.229, 5.050], [5.617, 0.967, 0.772], [4.619, 1.195, -1.481], [2.205, 0.676, -1.803], [-0.308, 2.149, -0.232], [-1.009, 3.202, -1.086], [-0.174, 3.677, -2.513], [-0.311, 2.759, -3.639], [0.307, 3.383, -4.886], [1.782, 3.701, -4.645], [1.917, 4.595, -3.413], [1.241, 3.927, -2.221], [-1.091, 4.711, -0.335], [-1.177, 6.002, -1.003], [-0.770, 7.101, -0.027], [-1.797, 7.193, 1.114], [-2.353, 5.799, 1.462], [-1.337, 4.720, 1.107], [-2.555, 2.885, -1.698], [-3.180, 1.595, -1.414], [-4.560, 1.800, -0.807], [-5.487, 2.463, -1.841], [-4.677, 3.332, -2.818], [-3.462, 3.939, -2.123], [-1.369, 2.550, -3.795], [0.185, 1.796, -3.428], [-0.228, 4.309, -5.119], [0.195, 2.701, -5.733], [2.220, 4.183, -5.524], [2.324, 2.765, -4.470], [1.444, 5.562, -3.612], [2.971, 4.777, -3.183], [1.306, 4.548, -1.326], [1.754, 2.982, -1.993], [-2.198, 6.225, -1.355], [-0.530, 5.993, -1.879], [-0.693, 8.057, -0.549], [0.218, 6.862, 0.374], [-2.617, 7.850, 0.812], [-1.328, 7.643, 1.992], [-3.271, 5.611, 0.898], [-2.603, 5.741, 2.523], [-1.684, 3.728, 1.397], [-0.406, 4.906, 1.660], [-2.541, 1.058, -0.723], [-3.264, 0.993, -2.327], [-4.457, 2.440, 0.073], [-4.968, 0.847, -0.465], [-6.231, 3.077, -1.326], [-6.029, 1.701, -2.406], [-5.300, 4.134, -3.221], [-4.330, 2.732, -3.663], [-3.814, 4.543, -1.270], [-2.934, 4.613, -2.805], [-2.157, -0.726, 0.690], [-1.697, -1.653, -0.010], [-0.785, -1.446, -0.875], [-2.193, -3.080, 0.150], [-2.402, -3.819, -1.178], [-0.865, -3.667, -2.446], [-0.998, -2.257, -3.825], [0.053, -1.979, -4.696], [-0.102, -1.084, -5.744], [-1.319, -0.450, -5.945], [-2.375, -0.712, -5.084], [-2.210, -1.607, -4.035], [-1.115, -5.247, -3.671], [-0.076, -5.597, -4.535], [-0.222, -6.604, -5.477], [-1.423, -7.294, -5.572], [-2.466, -6.970, -4.718], [-2.310, -5.954, -3.784], [0.873, -4.073, -1.615], [2.008, -3.292, -1.799], [3.189, -3.588, -1.133], [3.241, -4.663, -0.257], [2.114, -5.445, -0.057], [0.942, -5.155, -0.742], [-3.101, -3.036, 0.750], [-1.427, -3.602, 0.733], [-3.316, -3.455, -1.655], [-2.549, -4.884, -0.986], [1.007, -2.480, -4.564], [0.727, -0.888, -6.414], [-1.446, 0.241, -6.770], [-3.331, -0.224, -5.235], [-3.045, -1.803, -3.370], [0.870, -5.068, -4.463], [0.596, -6.851, -6.143], [-1.545, -8.077, -6.311], [-3.405, -7.508, -4.787], [-3.141, -5.705, -3.131], [1.954, -2.426, -2.449], [4.068, -2.973, -1.284], [4.159, -4.884, 0.275], [2.147, -6.279, 0.634], [0.064, -5.775, -0.590]],
  "mulliken_spin": [0.953, 0.001, 0.009, -0.001, 0.005, 0.000, -0.001, 0.001, 0.000, 0.002, -0.019, -0.002, -0.003, 0.032, 0.000, 0.000, 0.000, 0.001, -0.025, 0.024, -0.002, -0.004, -0.001, 0.000, 0.000, 0.000, -0.001, 0.000, 0.000, 0.000, 0.000, 0.001, -0.011, 0.035, 0.001, 0.000, 0.000, 0.000, 0.001, -0.001, 0.000, 0.000, 0.000, 0.000, 0.000, 0.000, -0.001, 0.000, 0.000, 0.000, 0.000, 0.000, 0.000, 0.000, 0.000, 0.000, -0.001, 0.001, -0.017, 0.000, 0.000, 0.000, 0.000, 0.000, 0.000, 0.000, 0.000, 0.000, -0.004, -0.001, 0.029, 0.002, 0.000, -0.005, -0.001, 0.000, 0.000, 0.000, 0.000, 0.000, 0.000, 0.000, 0.000, 0.000, 0.000, 0.000, 0.000, 0.000, 0.000, 0.000, 0.000, 0.000, 0.000, 0.001, 0.000, 0.000, 0.000, 0.000, 0.000, 0.000, 0.000, 0.000, 0.000, 0.000, 0.000, 0.000, 0.000, 0.000, 0.000, 0.000, 0.000]
}

{
  "formula": "C52H51N5O9P2SY",
  "method": "ωB97M-V/def2-TZVPD",
  "max_force_ev_per_a": 2.1,
  "relative_energy_ev": 0.850,
  "charge": -1,
  "species": ["Y", "N", "C", "C", "O", "N", "C", "C", "O", "O", "H", "H", "H", "H", "H", "H", "O", "P", "C", "P", "O", "C", "C", "C", "C", "C", "C", "C", "C", "C", "C", "C", "C", "C", "C", "C", "C", "C", "C", "C", "C", "C", "C", "C", "C", "H", "H", "H", "H", "H", "H", "H", "H", "H", "H", "H", "H", "H", "H", "H", "H", "H", "H", "H", "H", "H", "H", "C", "C", "C", "C", "C", "C", "C", "C", "C", "C", "C", "C", "C", "C", "C", "H", "H", "H", "H", "H", "H", "H", "H", "H", "H", "C", "C", "S", "O", "O", "C", "C", "N", "C", "N", "C", "C", "N", "O", "O", "C", "H", "H", "H", "H", "H", "H", "H", "H", "H", "H", "H", "H", "H"],
  "coordinates": [[-1.042, 0.649, 2.163], [-1.165, -1.584, 3.471], [-2.602, -1.931, 3.509], [-3.440, -0.662, 3.737], [-4.304, -0.679, 4.612], [-3.101, 0.339, 2.914], [-3.735, 1.635, 3.175], [-2.697, 2.726, 3.503], [-3.072, 3.849, 3.785], [-1.457, 2.337, 3.446], [-0.607, -2.396, 3.221], [-0.872, -1.289, 4.403], [-2.854, -2.646, 4.298], [-2.875, -2.363, 2.543], [-4.428, 1.560, 4.017], [-4.304, 1.973, 2.302], [0.809, 0.612, 3.765], [2.278, 0.572, 3.460], [2.797, 1.861, 2.321], [1.929, 1.684, 0.667], [1.055, 0.457, 0.959], [3.260, 1.263, -0.484], [4.399, 2.054, -0.617], [5.395, 1.697, -1.512], [5.266, 0.543, -2.273], [4.137, -0.253, -2.141], [3.138, 0.110, -1.250], [1.174, 3.104, 0.157], [1.560, 3.829, -1.010], [0.907, 4.937, -1.429], [-0.226, 5.419, -0.663], [-0.706, 4.765, 0.399], [-0.159, 3.436, 0.852], [3.199, 0.822, 4.995], [2.783, 1.874, 5.812], [3.441, 2.132, 7.002], [4.515, 1.340, 7.387], [4.928, 0.290, 6.583], [4.271, 0.029, 5.388], [2.829, -1.038, 2.853], [2.262, -2.162, 3.450], [2.608, -3.433, 3.019], [3.526, -3.588, 1.989], [4.109, -2.473, 1.406], [3.767, -1.201, 1.841], [3.884, 1.884, 2.225], [2.473, 2.806, 2.770], [4.498, 2.955, -0.025], [6.272, 2.321, -1.619], [6.045, 0.265, -2.970], [4.031, -1.154, -2.732], [2.255, -0.502, -1.135], [2.411, 3.480, -1.584], [1.233, 5.469, -2.311], [-0.715, 6.334, -0.979], [-1.572, 5.125, 0.940], [-0.036, 3.456, 1.942], [1.926, 2.469, 5.522], [3.112, 2.946, 7.633], [5.025, 1.538, 8.320], [5.760, -0.332, 6.887], [4.597, -0.793, 4.764], [1.546, -2.032, 4.251], [2.161, -4.302, 3.483], [3.787, -4.579, 1.642], [4.823, -2.589, 0.602], [4.219, -0.340, 1.370], [-1.124, 2.300, 0.485], [-1.831, 2.013, -0.514], [-2.502, 1.498, -1.572], [-3.970, 1.455, -1.547], [-4.686, 2.308, -0.694], [-6.060, 2.225, -0.578], [-6.780, 1.292, -1.317], [-6.090, 0.439, -2.163], [-4.710, 0.517, -2.275], [-1.686, 1.024, -2.694], [-0.322, 0.733, -2.512], [0.504, 0.440, -3.584], [-0.001, 0.392, -4.879], [-1.353, 0.645, -5.075], [-2.177, 0.960, -4.008], [-4.139, 3.043, -0.116], [-6.576, 2.896, 0.097], [-7.854, 1.224, -1.224], [-6.625, -0.312, -2.730], [-4.198, -0.189, -2.918], [0.092, 0.818, -1.513], [1.561, 0.273, -3.412], [0.651, 0.199, -5.722], [-1.764, 0.639, -6.078], [-3.208, 1.219, -4.200], [0.720, -3.857, -7.121], [0.168, -2.937, -6.044], [-0.090, -3.846, -4.533], [-0.778, -5.077, -4.844], [1.168, -3.916, -3.821], [-1.183, -2.819, -3.581], [-1.452, -3.536, -2.261], [-1.850, -2.601, -1.225], [-1.005, -2.017, -0.340], [-1.649, -1.164, 0.444], [-2.960, -1.187, 0.057], [-3.095, -2.066, -0.971], [-4.276, -2.434, -1.678], [-5.345, -2.154, -1.164], [-4.133, -2.903, -2.810], [0.429, -2.389, -0.219], [0.875, -3.292, -8.039], [0.029, -4.673, -7.320], [1.674, -4.284, -6.814], [-0.792, -2.503, -6.318], [0.856, -2.135, -5.784], [-2.103, -2.661, -4.140], [-0.674, -1.866, -3.427], [-0.548, -4.032, -1.910], [-2.228, -4.287, -2.390], [-3.716, -0.580, 0.525], [0.527, -3.365, 0.264], [0.934, -1.639, 0.385], [0.913, -2.453, -1.195]],
  "mulliken_charge": [-0.520, -0.485, -0.732, 0.528, -0.796, 0.406, -0.502, 0.526, -0.794, -0.581, 0.111, 0.277, 0.476, 0.233, 0.554, -0.143, -0.736, 1.351, -1.521, 1.977, 0.635, -0.124, -0.197, -0.764, -0.670, -1.154, -0.090, -0.203, -0.812, -1.098, -0.593, -1.050, 0.357, 0.609, -0.677, -0.725, -0.483, -0.788, -0.414, 0.420, -0.438, -0.870, -0.629, -0.537, -0.590, 0.834, 0.619, 0.472, 0.426, 0.417, 0.576, 0.388, 0.286, 0.415, 0.373, 0.531, 0.316, 0.428, 0.414, 0.374, 0.404, 0.387, 0.658, 0.422, 0.403, 0.407, 0.617, 0.625, -0.746, 1.067, 0.403, -0.651, -0.632, -0.729, -1.330, 0.099, -0.290, 1.251, -0.578, -0.440, -1.281, -0.573, 0.515, 0.424, 0.376, 0.398, 0.812, -0.529, 0.001, 0.690, 0.389, 0.655, -1.395, -0.185, 1.346, -0.741, -0.678, 1.313, -2.250, 0.425, 0.491, 1.736, -1.730, 0.002, 1.121, -0.645, -0.662, -0.677, 0.420, 0.354, 0.332, 0.406, 0.186, 0.727, -1.156, 0.738, 0.202, 0.739, 0.527, -1.127, 0.344]
}